Record 1
{"formula": "C31H73N11O14", "method": "wB97M-V/def2-TZVPD", "homo_lumo_gap_ev": 8.817, "smiles": "COC(=O)OC.CNC(C)=O.CNC(C)=O.CNC(C)=O.CNC(C)=O.CNC(C)=O.CNC(C)=O.CC(N)=O.CC(N)=O.CC(N)=O.CC(N)=O.CC(N)=O", "lumo_energy_ev": -0.106, "max_force_ha_per_bohr": 0.04198, "e_tot_ha": -2880.888466, "de_lowest_ev": 0.000, "species": ["C", "O", "C", "O", "O", "C", "H", "H", "H", "H", "H", "H", "C", "N", "C", "C", "O", "H", "H", "H", "H", "H", "H", "H", "C", "N", "C", "C", "O", "H", "H", "H", "H", "H", "H", "H", "C", "N", "C", "C", "O", "H", "H", "H", "H", "H", "H", "H", "C", "N", "C", "C", "O", "H", "H", "H", "H", "H", "H", "H", "C", "N", "C", "C", "O", "H", "H", "H", "H", "H", "H", "H", "C", "N", "C", "C", "O", "H", "H", "H", "H", "H", "H", "H", "C", "C", "N", "O", "H", "H", "H", "H", "H", "C", "C", "N", "O", "H", "H", "H", "H", "H", "C", "C", "N", "O", "H", "H", "H", "H", "H", "C", "C", "N", "O", "H", "H", "H", "H", "H", "C", "C", "N", "O", "H", "H", "H", "H", "H"], "coordinates": [[0.61317, 2.65763, -4.86472], [1.17831, 3.13429, -6.07569], [0.80924, 2.57035, -7.21449], [0.32128, 1.48651, -7.34299], [1.11605, 3.42815, -8.19792], [0.76938, 3.02665, -9.49695], [-0.44546, 2.92862, -4.82353], [1.16174, 3.03917, -4.01273], [0.61600, 1.56389, -4.88378], [1.36266, 3.61665, -10.20003], [-0.25960, 3.26696, -9.78486], [0.94073, 1.97523, -9.72623], [0.27706, 1.80655, -0.81712], [-0.10264, 0.43276, -1.03849], [-0.71600, -0.26519, -0.06212], [-0.94332, -1.72689, -0.44561], [-1.00387, 0.22562, 1.02648], [-0.61795, 2.36047, -0.52362], [0.77333, 2.30710, -1.64383], [0.95733, 1.90314, 0.03639], [0.01963, 0.06763, -1.97874], [-0.12187, -2.03577, -1.08410], [-1.96945, -1.85710, -0.78742], [-0.87878, -2.30596, 0.47780], [2.97766, -1.26320, 0.40088], [4.18206, -1.21672, 1.17132], [5.17381, -2.13242, 1.12278], [6.41837, -1.82454, 1.91289], [5.04954, -3.12446, 0.41691], [3.21755, -1.36813, -0.66418], [2.32375, -0.40100, 0.52147], [2.32275, -2.13407, 0.52688], [4.26462, -0.38864, 1.74159], [6.47993, -2.53354, 2.73525], [6.31322, -0.82353, 2.34441], [7.31664, -1.76338, 1.30626], [-1.06464, -3.45609, -3.89676], [0.22259, -2.92537, -4.32423], [0.54301, -1.62695, -4.24298], [1.85064, -1.24328, -4.87799], [-0.12741, -0.79020, -3.63094], [-0.88762, -4.46939, -3.54494], [-1.77735, -3.38250, -4.71948], [-1.47959, -2.85252, -3.09200], [0.95288, -3.54348, -4.63081], [1.66179, -0.44902, -5.61392], [2.28162, -1.98482, -5.55624], [2.62043, -0.84570, -4.22161], [2.46213, 2.19629, 2.51732], [2.77576, 2.19279, 3.95195], [3.60741, 1.35319, 4.59671], [3.44759, 1.22795, 6.10389], [4.47195, 0.68854, 4.05179], [3.43201, 2.26618, 2.01849], [1.93138, 3.12121, 2.33294], [1.94791, 1.30550, 2.16347], [2.19743, 2.81006, 4.49367], [4.28694, 1.79528, 6.51176], [3.52502, 0.19184, 6.41638], [2.52215, 1.64695, 6.50005], [-4.33092, -1.78691, 1.39974], [-4.74423, -2.11444, 0.02687], [-4.42275, -3.26577, -0.58492], [-4.87213, -3.43811, -2.02340], [-3.74984, -4.14011, -0.04150], [-5.17124, -1.26276, 1.84780], [-3.44682, -1.15215, 1.39227], [-4.12331, -2.72801, 1.89749], [-5.35517, -1.48871, -0.46818], [-5.62521, -2.68129, -2.26181], [-5.32091, -4.42322, -2.13321], [-4.08199, -3.34662, -2.76553], [-3.83230, 1.41503, 0.01692], [-4.67889, 2.58042, -0.12165], [-5.21028, 3.27579, 0.90457], [-5.24120, 2.65850, 2.28834], [-5.71488, 4.37471, 0.71713], [-4.38576, 0.49464, 0.19205], [-3.08211, 1.52608, 0.80019], [-3.21490, 1.21850, -0.86242], [-4.77855, 2.97137, -1.04245], [-4.69655, 1.71904, 2.39096], [-6.28061, 2.47508, 2.54961], [-4.76095, 3.34601, 2.98241], [1.05106, -1.05534, 3.76058], [0.61767, -2.50115, 3.95416], [0.53268, -2.96664, 5.21875], [0.26514, -3.17883, 2.99992], [1.10882, -0.56243, 4.73544], [0.36755, -0.45887, 3.15837], [2.02745, -0.98803, 3.27683], [-0.15977, -3.69346, 5.32116], [0.70551, -2.30997, 5.95846], [4.51227, 2.41721, -1.94210], [4.39426, 1.25000, -2.89359], [4.09359, 1.48499, -4.19918], [4.57301, 0.10965, -2.49517], [3.58739, 2.64244, -1.41493], [4.74036, 3.34068, -2.49031], [5.36129, 2.23471, -1.29087], [3.87072, 0.68832, -4.76372], [4.14520, 2.41297, -4.57528], [-1.87841, 0.44024, 4.65011], [-3.24799, 0.74299, 5.21390], [-3.59353, 2.03531, 5.28300], [-3.95350, -0.14172, 5.67778], [-1.32997, 1.34148, 4.34850], [-1.89657, -0.15602, 3.73637], [-1.19843, -0.03845, 5.35271], [-4.42847, 2.32417, 5.76508], [-3.03346, 2.82760, 4.98075], [0.20895, -4.99886, -0.20362], [-0.39147, -5.84600, -1.28975], [-1.73723, -5.94475, -1.32189], [0.28844, -6.39917, -2.15636], [-0.51095, -4.56198, 0.48825], [0.73820, -4.16589, -0.66973], [0.93843, -5.51427, 0.41826], [-2.10200, -6.45810, -2.10886], [-2.35165, -5.21976, -0.96786], [-1.14928, 3.63609, 1.78561], [-1.05742, 4.18938, 3.17669], [0.13954, 4.71723, 3.50468], [-1.94615, 4.04040, 3.99464], [-1.03240, 2.54753, 1.83177], [-0.43060, 3.96344, 1.03412], [-2.14131, 3.82828, 1.37266], [0.29299, 4.90492, 4.48322], [0.83063, 4.95332, 2.82142]], "atomic_forces_ev_per_a": [[-0.87, -1.37, -0.39], [0.55, 1.11, 0.34], [0.16, 0.25, -0.14], [-0.35, -0.41, -0.09], [-0.01, -0.13, 0.50], [-0.16, 0.09, -1.85], [0.14, 0.29, 0.14], [0.18, 0.19, -0.19], [0.18, 0.08, 0.33], [0.24, -0.03, 0.35], [-0.11, -0.11, 0.62], [0.07, -0.02, 0.45], [-0.39, 0.38, 0.97], [0.54, 0.74, -0.35], [0.27, -0.71, -0.62], [0.06, 0.60, 1.51], [0.01, 0.08, 0.04], [0.09, 0.27, -0.22], [-0.21, -0.43, -0.40], [0.01, -0.20, 0.02], [-0.12, -0.40, 0.18], [-0.48, -0.21, -0.50], [0.19, -0.11, -0.57], [0.06, 0.05, 0.04], [-0.68, -1.14, -1.70], [-0.57, 1.24, 1.00], [-0.11, -0.59, -1.27], [-0.56, 1.05, 0.56], [0.21, 0.04, 0.33], [0.15, 0.44, 0.00], [0.41, 0.28, 0.25], [0.31, -0.14, 0.81], [0.43, -0.24, 0.22], [0.36, -0.12, -0.12], [0.01, -0.14, 0.22], [-0.06, -0.60, -0.17], [0.31, 0.19, 0.03], [-0.25, 0.36, 0.04], [0.69, 0.28, 0.85], [0.37, 0.52, -1.64], [-0.19, -0.19, -0.46], [-0.34, -0.09, -0.15], [-0.01, -0.40, -0.05], [0.27, 0.03, 0.14], [-0.20, -0.20, -0.15], [-0.38, 0.19, 0.35], [0.02, -0.46, 0.57], [-0.24, -0.35, 0.53], [1.84, 0.23, 0.60], [-1.23, 0.44, -0.39], [0.30, -0.93, 0.56], [0.05, 0.87, -0.12], [-0.23, -0.03, -0.70], [-0.17, -0.09, -0.41], [-0.32, -0.18, -0.27], [-0.28, 0.04, 0.19], [-0.12, -0.33, 0.29], [-0.03, -0.18, 0.31], [0.15, -0.06, -0.19], [-0.02, 0.05, -0.10], [-0.44, -0.21, -0.79], [-0.03, 0.16, 0.07], [0.91, -0.71, -0.33], [-0.85, 0.45, 0.17], [-0.08, 0.30, -0.04], [0.13, -0.02, 0.37], [0.11, -0.04, 0.13], [0.02, 0.08, 0.21], [0.04, 0.07, 0.06], [-0.02, -0.14, -0.17], [0.02, -0.02, 0.03], [0.33, 0.02, 0.30], [0.53, -0.42, 0.05], [0.66, -0.79, -0.39], [-0.67, 0.82, 0.30], [0.67, -0.34, -0.20], [0.05, -0.22, 0.01], [-0.13, 0.07, 0.13], [-0.24, 0.02, 0.20], [-0.31, 0.36, -0.29], [-0.06, 0.30, 0.10], [-0.09, -0.03, -0.17], [-0.03, 0.21, 0.13], [-0.31, 0.15, 0.05], [0.57, 0.18, 0.70], [-0.77, 0.49, -1.78], [0.04, 0.16, 0.20], [0.21, 0.11, 0.26], [0.23, 0.11, -0.06], [-0.30, -0.49, -0.17], [0.06, -0.22, 0.07], [0.28, -0.11, 0.36], [-0.26, -0.22, 0.24], [0.46, 0.93, -1.00], [0.18, -1.00, 0.44], [-0.07, 0.62, 0.54], [-0.34, 0.26, -0.06], [0.00, -0.46, 0.22], [0.01, -0.09, -0.01], [-0.27, -0.13, 0.34], [0.21, 0.04, -0.31], [-0.22, -0.05, -0.23], [0.85, 0.73, -0.85], [0.27, -0.84, 0.90], [-0.14, 1.58, -0.01], [0.02, 0.00, -0.36], [-0.30, 0.17, 0.06], [-0.37, -0.25, 0.17], [-0.51, -0.29, 0.29], [-0.20, -0.58, 0.03], [0.24, -0.64, -0.24], [0.03, 0.58, 0.41], [0.68, -0.25, -0.81], [-0.70, 0.15, -0.16], [-0.11, 0.24, 0.64], [-0.22, -0.16, -0.13], [0.10, -0.11, -0.09], [0.02, -0.32, -0.29], [0.09, -0.05, -0.04], [0.05, -0.17, 0.56], [-0.60, -0.25, -0.67], [0.17, -0.63, -0.51], [0.18, 0.13, 0.68], [0.02, 0.21, 0.09], [-0.07, -0.01, 0.18], [0.22, 0.39, 0.38], [-0.04, 0.00, 0.13], [0.07, 0.35, -0.13], [0.06, 0.05, -0.05]]}



Record 2
{"formula": "C11H12Cl2N2O2Os", "method": "wB97M-V/def2-TZVPD", "homo_lumo_gap_ev": [7.338, 7.351], "total_charge": 2, "lumo_energy_ev": [-8.701, -8.712], "max_force_ha_per_bohr": 0.03354, "e_tot_ha": -1696.680405, "de_lowest_ev": 0.265, "species": ["Os", "Cl", "C", "Cl", "H", "H", "O", "N", "C", "C", "C", "C", "C", "H", "H", "H", "H", "H", "O", "N", "C", "C", "C", "C", "C", "H", "H", "H", "H", "H"], "coordinates": [[-0.20541, -0.49442, 0.04197], [-1.07952, -1.56360, 1.74332], [-1.52147, -0.85848, -1.47372], [-0.18283, -0.06403, -2.39919], [-2.42457, -0.26235, -1.57061], [-1.63834, -1.88412, -1.81351], [1.69409, -0.16397, 0.40904], [2.63000, -1.15356, 0.33444], [2.75808, -1.99582, 1.37460], [3.75902, -2.93857, 1.35496], [4.61227, -3.00223, 0.25958], [4.44197, -2.11729, -0.79836], [3.43507, -1.18252, -0.74074], [2.05213, -1.85759, 2.18090], [3.86257, -3.61089, 2.19424], [5.41035, -3.73179, 0.23479], [5.08731, -2.13957, -1.66450], [3.23646, -0.43624, -1.49565], [-0.58154, 1.41184, 0.49501], [-1.83645, 1.89737, 0.29618], [-2.05831, 2.63136, -0.80703], [-3.29519, 3.20778, -0.99064], [-4.27936, 3.02680, -0.02688], [-4.00289, 2.27890, 1.11093], [-2.75504, 1.71739, 1.26028], [-1.21645, 2.73879, -1.47446], [-3.47317, 3.79997, -1.87657], [-5.25377, 3.47833, -0.15592], [-4.74086, 2.13393, 1.88647], [-2.43416, 1.13457, 2.11108]], "atomic_forces_ev_per_a": [[-0.54, -1.17, 1.15], [-0.12, 0.21, -0.07], [0.54, 0.12, -0.39], [-0.06, 0.22, 0.00], [0.01, 0.03, 0.09], [0.01, 0.00, 0.00], [-0.09, 0.74, -0.64], [-0.15, -0.29, -0.04], [-0.03, 0.05, 0.00], [0.00, -0.02, -0.01], [-0.01, 0.01, 0.03], [0.00, 0.00, -0.03], [0.01, 0.07, 0.02], [0.02, 0.00, 0.02], [0.01, 0.01, 0.00], [-0.01, -0.01, -0.01], [0.01, 0.01, 0.01], [0.02, 0.01, 0.01], [0.48, 0.09, -0.20], [-0.03, -0.12, 0.06], [-0.07, 0.05, 0.05], [0.06, -0.02, -0.02], [-0.03, 0.02, 0.02], [0.02, -0.03, 0.01], [-0.05, 0.03, -0.06], [0.00, -0.02, -0.01], [0.00, 0.01, 0.01], [0.00, 0.00, 0.00], [0.00, 0.01, 0.00], [0.00, 0.00, 0.00]]}